# 1
Molecular formula: C2H6N2O3
Method: DFT, the ωB97M-V functional and the def2-TZVPD basis

Last column: Löwdin charge in e.
Positions of all 13 atoms, in Å:
C -2.586 -0.270 -0.009  -0.20
N 0.114 -0.573 0.292  0.18
N 2.429 -0.180 0.547  -0.01
C 0.660 0.265 -0.471  -0.40
O -1.518 -0.830 -0.696  -0.17
O 3.313 0.496 -0.264  -0.10
O 0.731 1.221 -1.145  0.18
H 3.037 1.425 -0.373  0.09
H 0.298 -1.563 0.221  0.13
H 2.267 0.369 1.398  0.07
H -3.508 -0.490 -0.575  0.09
H -2.518 0.826 0.076  0.08
H -2.719 -0.698 0.997  0.07

The maximum force comes out at 1.1 eV/Å. The calculation puts the energy at -414.7976 Ha. The calculation puts the HOMO energy (spin up / spin down) at -9.018 / -9.379 eV. The energy above the lowest of the compared OMol25 structures with the same formula, charge and spin is 8.1103 eV. The multiplicity is 1.

---

# 2
Molecular formula: C2H6N2O3
Method: DFT, the ωB97M-V functional and the def2-TZVPD basis

Last column: Löwdin charge in e.
Positions of all 13 atoms, in Å:
C -0.367 1.231 0.826  -0.60
N -0.046 0.202 1.502  0.13
O -0.662 2.413 1.393  0.12
O -0.509 1.201 -0.482  0.07
H -0.878 3.051 0.701  0.12
H -0.017 0.356 2.501  0.09
H -0.113 -1.262 0.830  0.00
C 0.726 -0.710 -2.119  -0.07
O -0.250 -2.109 0.238  -0.19
N 0.964 -1.767 -1.672  0.13
H 0.541 -2.654 0.278  0.01
H 0.707 -0.258 -3.092  0.09
H -0.097 0.308 -0.905  0.09

The maximum force comes out at 3.1 eV/Å. The calculation puts the energy at -414.9737 Ha. The SMILES is N=C(O)O.C#N.O. The calculation puts the HOMO energy at -9.527 eV. The energy above the lowest of the compared OMol25 structures with the same formula, charge and spin is 3.3165 eV. The multiplicity is 1.

---

# 3
Molecular formula: C2H6N2O3
Method: DFT, the ωB97M-V functional and the def2-TZVPD basis

Last column: Mulliken spin population.
Positions of all 13 atoms, in Å:
C -0.080 0.890 0.901  -0.02
C -0.560 -1.481 -0.148  0.00
N -1.092 -0.157 -0.215  0.09
N 0.825 1.661 0.050  0.48
O 0.742 1.550 -1.150  0.65
O 1.610 2.372 0.626  0.78
O 0.768 -1.628 -0.581  0.00
H 0.462 0.219 1.556  0.01
H -0.803 1.524 1.398  0.01
H -1.244 -2.118 -0.732  0.01
H -0.574 -1.826 0.891  0.00
H -0.906 0.280 -1.115  0.00
H 0.853 -1.286 -1.481  0.00

The maximum force comes out at 8.9 eV/Å. The calculation puts the energy at -414.7449 Ha. The calculation puts the HOMO energy (spin up / spin down) at -7.700 / -10.146 eV. The energy above the lowest of the compared OMol25 structures with the same formula, charge and spin is 4.1373 eV. The multiplicity is 3.

---

# 4
Molecular formula: C2H6N2O3S
Method: DFT, the ωB97M-V functional and the def2-TZVPD basis

Last column: Löwdin charge in e.
Positions of all 14 atoms, in Å:
C -1.294 1.375 -0.116  -0.22
C -1.479 -1.481 0.162  -0.09
N 1.928 1.099 -0.699  0.17
N 2.125 -0.085 -0.424  -0.46
O 3.114 -0.762 -0.254  0.07
O 0.897 -0.676 -0.204  -0.24
O -0.370 0.118 1.869  -0.32
S -0.550 0.041 0.490  0.73
H -1.050 2.321 0.330  0.02
H -1.459 1.321 -1.199  0.03
H -0.660 -2.212 0.136  0.08
H -1.900 -1.538 1.190  0.09
H -2.137 -1.115 -0.582  0.05
H 2.835 1.595 -0.699  0.11

The maximum force comes out at 4.0 eV/Å. The calculation puts the energy at -812.9576 Ha. The SMILES is [H]/N=[N+](\[O-])O[S@@](=C)(C)=O. The calculation puts the HOMO energy at -9.032 eV. The energy above the lowest of the compared OMol25 structures with the same formula, charge and spin is 7.3252 eV. The multiplicity is 1.

---

# 5
Molecular formula: C2H6N2OS
Method: DFT, the ωB97M-V functional and the def2-TZVPD basis

Last column: Löwdin charge in e.
Positions of all 12 atoms, in Å:
C 1.149 1.183 0.600  -0.13
C 1.604 0.377 -0.364  -0.67
N -2.477 -1.661 -0.560  0.11
N -1.589 -0.874 -0.250  -0.33
O -0.747 -0.845 0.626  -0.08
S 2.036 -1.332 -0.207  0.70
H 0.689 2.209 0.361  0.08
H 1.102 0.763 1.629  0.06
H 1.680 0.832 -1.450  0.09
H -2.455 -2.494 0.137  0.12
H -1.642 -0.183 -0.985  0.16
H 2.428 -1.102 1.095  -0.10

The maximum force comes out at 4.4 eV/Å. The calculation puts the energy at -662.5849 Ha. The SMILES is [H]/N=[NH+]\[O-].C=CS. The calculation puts the HOMO energy at -8.508 eV. The energy above the lowest of the compared OMol25 structures with the same formula, charge and spin is 4.9521 eV. The multiplicity is 1.

---

# 6
Molecular formula: C2H6N2OS
Method: DFT, the ωB97M-V functional and the def2-TZVPD basis

Last column: Löwdin charge in e.
Positions of all 12 atoms, in Å:
C 0.010 -0.581 1.142  -0.24
C 0.816 0.261 -0.834  -0.26
H 0.035 -1.808 1.151  0.12
H -0.790 -0.200 1.942  0.06
H 1.162 -0.238 1.518  0.13
H -0.876 2.182 1.720  0.02
H 1.404 1.135 -0.421  0.12
H -0.734 -1.202 -1.828  0.02
N -0.489 0.089 -0.078  -0.59
N 0.935 -0.169 -2.063  0.04
O -0.075 -1.081 -2.442  -0.05
S -1.396 1.612 0.194  0.63

The maximum force comes out at 5.1 eV/Å. The calculation puts the energy at -662.5452 Ha. The calculation puts the HOMO energy at -9.540 eV. The energy above the lowest of the compared OMol25 structures with the same formula, charge and spin is 6.0320 eV. The multiplicity is 1.

---

# 7
Molecular formula: C2H6N2OS
Method: DFT, the ωB97M-V functional and the def2-TZVPD basis

Last column: Löwdin charge in e.
Positions of all 12 atoms, in Å:
C 1.380 -1.593 -0.151  -0.04
C -1.334 0.396 0.712  -0.27
H 2.252 -1.477 -0.732  0.05
H 0.680 -2.294 -0.586  0.06
H 1.579 -2.064 0.909  0.11
H -2.155 0.352 1.510  0.14
H -1.683 2.270 0.271  0.04
H 0.577 2.085 -1.635  -0.08
N -0.477 -0.595 0.750  -0.02
N -0.887 1.667 0.161  -0.44
O 0.795 -0.251 0.268  -0.26
S -0.728 1.505 -1.479  0.71

The maximum force comes out at 4.7 eV/Å. The calculation puts the energy at -662.6026 Ha. The SMILES is CO/N=C\NS. The calculation puts the HOMO energy at -8.997 eV. The energy above the lowest of the compared OMol25 structures with the same formula, charge and spin is 4.4696 eV. The multiplicity is 1.

---

# 8
Molecular formula: C2H6N2S
Method: DFT, the ωB97M-V functional and the def2-TZVPD basis

Last column: Löwdin charge in e.
Positions of all 11 atoms, in Å:
C 0.214 1.186 -1.514  -0.13
C 0.111 -0.734 0.023  -0.37
H -0.619 0.619 -2.160  0.10
H 1.216 1.221 -1.896  0.06
H -0.389 2.072 -1.181  0.08
H -0.153 -1.709 -0.714  0.16
H -1.091 -1.914 1.272  0.19
H -0.234 0.755 2.286  -0.05
N 0.461 0.467 -0.250  -0.07
N 0.069 -1.409 1.329  -0.55
S 0.416 -0.554 2.806  0.58

The maximum force comes out at 5.0 eV/Å. The calculation puts the energy at -587.3724 Ha. The SMILES is C/N=C/NS. The calculation puts the HOMO energy at -8.959 eV. The energy above the lowest of the compared OMol25 structures with the same formula, charge and spin is 3.5807 eV. The multiplicity is 1.